Entry 1:
5 unconnected molecules or ions with the total composition C25H35ClN5OPSi, computed with ωB97M-V/def2-TZVPD.

The LUMO energy is 0.67 eV. The orbital gap is 8.9 eV. Its largest force on an atom is 0.2 eV Å⁻¹. The spin multiplicity is 1. The value obtained for the highest occupied orbital energy is -8.247 eV. The charge is 0.

The geometry in XYZ format:
```
69
Properties=species:S:1:pos:R:3:forces:R:3
C 5.715768 -1.094025 3.115886 0.033 0.061 -0.037
C 4.790937 -0.194373 2.316703 -0.013 -0.019 0.157
Cl 4.563325 -0.849591 0.641771 0.003 -0.036 -0.063
C 3.435199 0.034493 2.968235 0.024 0.026 0.094
Si 2.301917 -1.445321 3.370005 0.027 0.044 0.009
C 2.616039 -3.017304 2.377777 0.024 -0.037 -0.155
N 1.865767 -3.030726 1.112237 -0.042 0.090 -0.037
P 0.106922 -0.912446 3.135770 0.087 -0.039 0.113
C 0.232746 0.261307 1.733823 -0.038 0.000 -0.064
O 0.033237 0.212860 4.398506 -0.198 -0.057 0.081
H 6.618032 -1.328251 2.552384 -0.008 0.012 0.012
H 6.009155 -0.570101 4.028761 -0.038 -0.030 0.005
H 5.230957 -2.027668 3.400364 -0.008 -0.008 -0.034
H 5.282517 0.763580 2.150406 -0.016 -0.017 -0.039
H 2.880260 0.763781 2.374711 -0.002 -0.017 -0.013
H 3.630776 0.513126 3.935215 -0.049 0.064 -0.019
H 2.456830 -1.753662 4.813839 0.069 -0.051 -0.006
H 2.268062 -3.846304 3.002763 -0.016 0.018 -0.028
H 3.691558 -3.164291 2.225955 0.013 0.012 0.088
H 2.274188 -3.697787 0.469390 -0.082 -0.097 0.025
H 1.928860 -2.137108 0.638764 0.102 -0.001 0.020
H 0.760789 -0.192154 0.891559 -0.077 0.030 0.023
H -0.760707 0.552688 1.391263 0.029 -0.015 -0.004
H 0.775779 1.159945 2.026389 0.003 0.017 -0.024
H -0.701374 -0.022352 4.977703 0.133 0.078 -0.082
C 0.139788 0.931710 -3.969730 0.059 0.024 -0.033
C 1.429939 0.762574 -3.491859 -0.024 0.006 0.013
C 1.690485 1.071547 -2.164331 0.007 -0.034 0.012
N 0.764835 1.518393 -1.318213 0.035 0.018 0.009
C -0.470930 1.672577 -1.789228 -0.005 0.005 -0.004
C -0.832556 1.397568 -3.099406 -0.016 -0.030 -0.005
H -0.116050 0.705503 -4.997203 -0.022 0.020 0.004
H 2.222104 0.396134 -4.130953 0.010 0.014 0.001
H 2.688636 0.948464 -1.756487 0.005 0.002 0.000
H -1.208910 2.033621 -1.080521 -0.004 0.002 -0.005
H -1.852915 1.535249 -3.431477 -0.002 -0.001 0.000
C -3.773583 -2.753540 -6.104287 0.009 -0.008 0.002
C -2.660180 -2.714983 -5.281287 -0.026 -0.002 -0.023
C -1.950869 -1.526394 -5.185868 0.052 -0.078 -0.013
N -2.276479 -0.418836 -5.848329 -0.015 0.024 0.042
C -3.349384 -0.469985 -6.635554 -0.001 0.014 -0.035
C -4.127947 -1.606315 -6.796821 0.012 -0.021 0.016
H -4.357270 -3.659749 -6.200599 -0.003 0.001 0.000
H -2.350631 -3.582202 -4.714801 0.011 0.009 0.011
H -1.079357 -1.458837 -4.543516 -0.010 -0.022 0.012
H -3.593149 0.443841 -7.166845 -0.012 -0.005 0.001
H -4.988887 -1.590594 -7.451155 -0.003 0.017 0.001
C 2.136794 2.816095 5.275981 0.004 0.038 -0.012
C 2.948134 3.527064 4.403809 -0.042 -0.008 -0.014
C 3.868835 4.422730 4.927804 -0.007 -0.009 -0.004
N 4.022002 4.643191 6.231196 0.009 0.011 0.018
C 3.234353 3.961377 7.059302 0.008 0.007 -0.003
C 2.282868 3.045226 6.635192 0.011 -0.049 0.006
H 1.407084 2.102493 4.910638 0.017 0.010 -0.004
H 2.864457 3.399928 3.332584 0.016 -0.016 -0.017
H 4.515675 4.993721 4.270177 -0.007 -0.009 -0.009
H 3.373051 4.159114 8.116731 -0.008 -0.007 0.003
H 1.673963 2.519610 7.358534 0.000 0.002 0.005
C -7.326845 -0.113575 -3.156775 0.006 -0.004 0.004
C -6.107560 -0.150917 -3.813271 -0.002 0.008 0.002
C -5.065656 -0.861744 -3.234456 -0.002 -0.006 0.040
N -5.172416 -1.512619 -2.078246 -0.002 -0.017 0.006
C -6.349063 -1.468624 -1.458010 0.002 0.004 -0.008
C -7.451822 -0.787277 -1.952241 -0.004 0.003 -0.004
H -8.163966 0.430719 -3.574809 -0.001 0.001 0.000
H -5.959066 0.359029 -4.755531 0.007 -0.002 -0.002
H -4.097206 -0.917098 -3.717009 -0.013 0.058 -0.039
H -6.411576 -2.005503 -0.517748 -0.009 0.002 0.001
H -8.383323 -0.787051 -1.402706 0.001 -0.002 0.004
```
Positions in Å, forces in eV/Å.

Entry 2:
A molecular structure, C31H21Cl4GdN7O7PSi in a non-equilibrium geometry, computed with ωB97M-V/def2-TZVPD.

The LUMO energy (alpha / beta) is -1.02 / -3.94 eV. The energy above the lowest of the compared OMol25 structures with the same formula, charge and spin comes out at 70.4 kJ/mol. The orbital gap (alpha / beta) is 7.5 / 4.2 eV. Its largest force on an atom is 2.4 eV Å⁻¹. The spin multiplicity is 8. The value obtained for the highest occupied orbital energy (alpha / beta) is -8.548 / -8.150 eV. The charge is 0. The expectation value of S² is 16.05.

The geometry in XYZ format:
```
73
Properties=species:S:1:pos:R:3:forces:R:3
Gd -1.224762 0.987722 -0.992242 0.200 1.187 0.250
N 2.734914 1.557058 1.453600 -1.171 -0.647 -0.441
C 1.426067 1.853362 1.312918 0.054 0.198 -0.865
N 0.914397 1.154483 0.296082 1.329 0.061 0.861
C 1.989736 0.395361 -0.117891 -1.398 0.197 -0.091
N 3.075006 0.580176 0.572419 0.714 0.318 0.160
C 1.810388 -0.504273 -1.266685 0.655 0.178 -0.796
C 2.898209 -1.171835 -1.831296 -0.153 0.840 1.213
N 2.770040 -1.931001 -2.889531 0.197 -0.298 -1.092
C 1.567605 -1.999400 -3.459344 0.206 0.204 1.492
C 0.476735 -1.358627 -2.882059 -0.170 -1.046 -1.205
N 0.607196 -0.577843 -1.846687 -0.017 0.233 1.741
H 3.377507 1.838893 2.179723 -0.097 0.031 -0.167
H 0.905212 2.665668 1.800634 0.055 -0.127 0.279
H 3.860861 -0.995441 -1.340756 -0.096 -0.505 -0.403
H 1.436817 -2.636284 -4.297339 0.025 -0.394 -0.701
H -0.519726 -1.597612 -3.251274 0.034 0.547 -0.102
O 0.052902 4.672756 0.712812 0.007 0.398 0.461
C -0.214165 3.969689 -0.235950 0.567 -0.785 -0.666
O -1.169891 3.076656 -0.213788 0.135 -0.058 -0.321
C 0.718905 4.088076 -1.488006 -2.327 -0.541 0.445
C 1.363356 5.289134 -1.602066 0.843 -0.554 -0.058
C 2.165073 5.525564 -2.713326 -0.722 -0.232 1.667
C 2.279335 4.567861 -3.683585 0.300 -0.063 -0.221
C 1.620625 3.355467 -3.579919 -0.162 0.037 0.578
C 0.715918 3.111727 -2.530080 -0.464 -0.748 0.406
O -0.062429 2.040079 -2.535672 0.711 0.627 -0.118
N 1.899172 2.344562 -4.602612 0.293 0.550 -1.295
O 1.973785 2.782862 -5.742525 -0.120 -0.117 0.260
O 2.125632 1.182770 -4.330922 -0.322 0.046 0.800
N 2.967736 6.738448 -2.696362 -0.161 -0.496 -1.429
O 3.261333 7.150036 -3.802149 0.431 0.503 -0.124
O 3.292942 7.230965 -1.646047 -0.024 0.181 0.455
H 1.317827 5.951558 -0.758482 -0.045 0.374 0.041
H 2.941067 4.756099 -4.489416 0.448 0.002 -0.760
Cl -2.922689 1.038527 1.651429 -0.401 -0.261 0.016
C -3.610338 -0.571805 1.913262 -0.579 -0.181 -0.156
C -5.003136 -0.723678 2.015739 0.845 -0.827 -0.001
C -5.517214 -1.993815 2.321805 -0.892 0.803 0.064
C -4.690376 -3.068715 2.490905 1.986 -0.220 -0.317
C -3.318700 -2.928930 2.230593 0.450 1.032 0.386
C -2.733467 -1.664998 1.964288 -0.824 -0.339 -0.084
P -1.015472 -1.420061 1.353608 -0.572 -0.005 -0.287
C -0.550488 -3.092252 0.826632 0.802 -0.625 1.036
C -0.837639 -3.568701 -0.437205 0.395 -1.169 -1.362
C -0.304717 -4.804826 -0.899295 -0.126 1.158 1.113
C 0.536929 -5.524379 -0.044926 -0.989 -0.205 -1.910
C 0.732961 -5.118963 1.234534 0.657 0.986 0.092
C 0.233955 -3.914157 1.665024 -0.886 0.465 0.882
C 0.010686 -1.056118 2.815020 0.351 -0.097 -0.038
C -0.569920 -0.493581 3.977030 1.065 -0.307 -1.742
C 0.260713 0.020240 4.956838 0.056 -0.806 0.145
C 1.636571 -0.173502 4.910603 -0.750 -0.514 -1.734
C 2.195085 -0.762465 3.755777 -0.812 0.372 0.876
C 1.422152 -1.184278 2.684603 -1.037 0.557 1.395
H -5.681906 0.072518 1.791653 -0.070 0.514 0.162
H -6.599019 -2.139803 2.452172 0.524 0.286 -0.154
H -5.001744 -4.044736 2.798404 -0.569 -0.287 0.003
H -2.635373 -3.766035 2.321420 -0.224 -0.134 -0.117
H -1.430507 -3.024866 -1.167944 -0.064 0.256 0.341
H -0.526694 -5.101782 -1.915399 0.107 -0.188 0.064
H 1.027255 -6.407642 -0.397698 0.143 -0.420 -0.211
H 1.485498 -5.604572 1.797295 0.253 -0.701 0.893
H 0.389734 -3.659718 2.724059 0.078 0.214 -0.670
H -1.645866 -0.455291 4.024751 -0.118 0.192 0.246
H -0.225998 0.433093 5.803989 -0.079 0.472 0.803
H 2.257687 0.063278 5.733768 0.495 0.422 0.620
H 3.245305 -0.891965 3.750380 0.965 -0.224 -0.202
H 1.925983 -1.648031 1.856089 -0.214 -0.063 -0.387
Cl -6.216781 -0.311015 -2.554990 0.179 0.550 0.201
Si -4.516296 0.954710 -2.169051 -0.673 -0.041 -0.408
Cl -3.303164 -0.817108 -1.571164 0.616 -0.688 -0.022
Cl -3.858334 1.260705 -4.166176 0.155 -0.077 0.209
```
Positions in Å, forces in eV/Å.

Entry 3:
4 unconnected molecules or ions with the total composition C3H13O5 in a non-equilibrium geometry, computed with ωB97M-V/def2-TZVPD.

The LUMO energy is 3.25 eV. The energy above the lowest of the compared OMol25 structures with the same formula, charge and spin comes out at 224.5 kJ/mol. The orbital gap is 6.3 eV. Its largest force on an atom is 4.5 eV Å⁻¹. The spin multiplicity is 1. The value obtained for the highest occupied orbital energy is -3.062 eV. The charge is -1.

The geometry in XYZ format:
```
21
Properties=species:S:1:pos:R:3:forces:R:3
C 1.665718 0.271603 -0.239966 -2.842 1.534 1.007
C 0.367807 0.036426 -1.013718 2.484 -2.295 -1.212
O 0.330419 -1.397388 -1.494370 -0.691 0.448 -1.102
C 1.443367 1.574128 0.713334 -0.994 -1.259 -2.008
O 1.215085 1.190059 1.914209 -0.559 -0.084 2.282
H 2.537480 0.468618 -0.747359 1.733 0.330 -2.332
H 1.901782 -0.542060 0.396593 -0.163 -0.794 0.997
H -0.546039 -0.063540 -0.503932 -0.693 1.346 1.216
H 0.283896 0.666960 -1.901363 -0.150 -0.027 0.198
H 1.139052 -1.864981 -1.368481 1.149 0.091 0.204
H 2.342151 2.222483 0.525331 -0.401 0.315 -0.008
H 0.458889 2.028408 0.195438 1.726 0.390 0.268
H -0.834014 -2.187055 -0.599034 1.719 2.126 -1.872
H -1.011162 -3.505409 -0.133729 -0.802 0.249 0.591
O -1.450035 -2.634690 -0.068603 -1.201 -2.842 1.116
H -2.176181 1.200827 0.278179 -0.621 -2.384 1.994
H -1.082786 2.329027 0.198224 -2.084 -1.297 -0.900
O -1.922335 1.919309 -0.229715 2.192 3.820 -1.071
H -0.973605 0.014072 1.615682 -2.312 -1.692 -0.125
H -1.789654 -1.247905 0.940522 0.332 0.071 0.383
O -1.899836 -0.478892 1.522759 2.179 1.954 0.375
```
Positions in Å, forces in eV/Å.